Formula: C3H3BrS
Source: the OMol25 dataset
Level of theory: ωB97M-V with the def2-TZVPD basis set

Structure (XYZ):
```
8
Properties=species:S:1:pos:R:3
C -0.885 1.398 0.085
C 1.749 -2.902 0.124
Br 1.091 -3.096 -1.513
C 1.174 -0.222 1.056
H -1.004 1.648 1.133
S 0.021 -0.229 -0.055
H -1.844 1.251 -0.399
H -0.303 2.153 -0.431
```

Calculated values
- LUMO level (alpha / beta) (hartree) = -0.0199 / -0.0387
- ΔE to the lowest compared entry with this formula, charge and spin (kJ/mol) = 684.1
- net charge = 0
- HOMO (alpha / beta) (Ha) = -0.298 / -0.300
- gap between HOMO and LUMO (alpha / beta) (eV) = 7.6 / 7.1